No. 1
Here is an isolated ion of composition C4H12N2O2PS and charge +1 from the Open Molecules 2025 dataset. Energies are from ωB97M-V/def2-TZVPD.

Summary:
Highest occupied orbital energy (Ha): -0.4873
Total charge: +1
Relative energy (zero: lowest compared OMol25 entry of this formula, charge and spin) (eV): 0.0000
Frontier orbital gap (Eh): 0.3713
LUMO level (eV): -3.16
2S+1: 1
SMILES: CO[P@@](=O)(/[NH+]=C(/C)N)SC

CARTESIAN COORDINATES (ANGSTROEM)
S1 -0.321 1.660 1.534
P1 -0.916 -0.053 0.394
O1 -2.270 0.183 -0.340
O2 -0.803 -1.341 1.048
N1 0.345 -0.040 -0.926
N2 1.212 -2.128 -0.603
C1 -3.011 1.419 -0.421
C2 1.298 -0.937 -1.162
C3 2.451 -0.538 -1.987
C4 0.086 0.664 3.013
H1 1.989 -2.669 -0.721
H2 0.403 0.707 -1.574
H3 0.536 -2.359 0.027
H4 -0.404 -0.215 2.883
H5 2.302 -0.804 -3.083
H6 1.115 0.550 2.950
H7 -3.032 1.777 -1.393
H8 2.643 0.478 -2.018
H9 -0.223 1.377 3.793
H10 3.201 -1.105 -1.552
H11 -3.959 1.146 -0.123
H12 -2.644 2.227 0.262

***

No. 2
Here is C17H28ClIrO3P as an isolated structure from the Open Molecules 2025 dataset. Energies are from ωB97M-V/def2-TZVPD.

Summary:
Highest occupied orbital energy (alpha / beta) (Ha): -0.4048 / -0.5542
Total charge: +2
Relative energy (zero: lowest compared OMol25 entry of this formula, charge and spin) (eV): 0.0000
Frontier orbital gap (alpha / beta) (Eh): 0.1703 / 0.1638
LUMO level (alpha / beta) (eV): -6.38 / -10.62
2S+1: 6

CARTESIAN COORDINATES (ANGSTROEM)
Ir1 -0.151 -0.472 -1.380
Cl1 -0.094 0.023 -3.560
P1 -0.537 1.072 3.433
O1 0.126 1.526 4.858
O2 -0.692 -0.540 3.581
O3 0.726 1.124 2.378
C1 1.411 -1.106 0.231
C2 -2.236 -0.592 -1.930
C3 -1.530 0.940 -0.323
C4 -2.195 -1.251 -0.669
C5 1.541 1.139 -6.085
C6 1.386 -1.920 -1.952
C7 1.914 -0.571 -1.966
C8 0.167 0.639 -6.231
C9 1.274 2.414 1.983
C10 -1.763 -0.315 0.311
C11 -0.365 1.074 6.137
C12 -0.947 1.595 -6.254
C13 -1.869 0.797 -1.705
C14 1.873 -0.055 -0.631
C15 1.051 -2.235 -0.588
C16 0.425 -1.393 3.911
C17 -0.063 -0.743 -6.674
H1 -0.952 1.919 -7.305
H2 2.264 0.374 -5.745
H3 -2.437 -2.300 -0.510
H4 -1.624 -0.509 1.366
H5 -1.928 1.138 -6.023
H6 1.245 -2.553 -2.803
H7 1.339 -1.043 1.290
H8 2.166 0.939 -0.344
H9 -0.049 1.832 6.860
H10 0.229 -1.849 4.885
H11 0.028 -0.659 -7.766
H12 0.604 -3.146 -0.250
H13 -1.834 1.597 -2.439
H14 -2.477 -1.045 -2.883
H15 1.617 2.038 -5.445
H16 1.297 2.467 0.878
H17 1.799 1.425 -7.114
H18 0.082 0.109 6.409
H19 2.285 -0.019 -2.824
H20 -1.077 -1.117 -6.435
H21 1.376 -0.843 3.941
H22 0.475 -2.172 3.146
H23 -1.463 0.998 6.159
H24 2.292 2.519 2.378
H25 -0.785 2.483 -5.614
H26 0.696 -1.463 -6.313
H27 0.650 3.250 2.357
H28 -1.182 1.856 0.140

***

No. 3
Here is a 2-piece molecular cluster, C9H8O4Si overall from the Open Molecules 2025 dataset. Energies are from ωB97M-V/def2-TZVPD.

Summary:
Highest occupied orbital energy (alpha / beta) (Ha): 0.1020 / -0.0146
Total charge: -2
Frontier orbital gap (alpha / beta) (Eh): 0.0924 / 0.1929
LUMO level (alpha / beta) (eV): 5.29 / 4.85
2S+1: 3

CARTESIAN COORDINATES (ANGSTROEM)
Si1 0.837 1.071 -2.698
O1 3.436 2.265 -1.766
O2 -0.846 -0.334 -4.192
O3 1.620 2.932 -3.054
O4 1.101 -0.221 -5.263
C1 -0.226 -0.493 3.482
C2 -2.239 -0.278 2.184
C3 -1.563 -0.517 1.018
C4 0.544 -1.141 -0.196
C5 0.512 -0.837 2.296
C6 -1.638 -0.288 3.499
C7 2.394 2.161 -2.408
C8 -0.131 -0.785 0.997
C9 0.337 -0.006 -4.315
H1 1.500 -1.087 2.535
H2 -3.272 -0.218 2.089
H3 0.366 -0.555 4.329
H4 -2.171 -0.041 4.409
H5 -0.199 1.835 -1.971
H6 -2.157 -0.655 0.207
H7 0.084 -1.520 -1.110
H8 1.711 -1.287 -0.073

***

No. 4
Here is an isolated ion of composition C3H8NO3 and charge +1 from the Open Molecules 2025 dataset. Energies are from ωB97M-V/def2-TZVPD.

Summary:
Highest occupied orbital energy (Ha): -0.5748
Total charge: +1
Relative energy (zero: lowest compared OMol25 entry of this formula, charge and spin) (eV): 4.3403
Frontier orbital gap (Eh): 0.4409
LUMO level (eV): -3.64
2S+1: 1
SMILES: CCOC(=[NH2+])OO

CARTESIAN COORDINATES (ANGSTROEM)
O1 -0.499 0.111 -1.568
O2 0.313 -0.659 0.292
O3 -0.109 0.402 -2.905
N1 1.677 -0.692 -1.486
C1 0.487 -0.502 -0.980
C2 -0.417 0.472 2.421
C3 -0.882 -0.132 0.983
H1 -1.624 -0.897 1.274
H2 0.052 -0.244 3.083
H3 -1.412 0.510 0.150
H4 0.339 1.362 2.234
H5 -1.221 0.952 2.896
H6 2.082 -0.042 -2.267
H7 2.200 -1.296 -0.784
H8 -0.986 0.656 -3.343

***

What is the total charge in the second record?
+2

***

What is the formula in the third record?
C9H8O4Si